Record 1
{"formula": "C21H22ClN3O2", "method": "ωB97M-V with the def2-TZVPD basis set", "fmax_ev_per_a": 1.2, "e_above_lowest_kj_mol": 0.0, "homo_ha": -0.3152, "smiles": "CCCCNC(=O)CCn1nc(-c2ccc(Cl)cc2)c2ccccc2c1=O", "multiplicity": 1, "total_charge": 0, "orbital_gap_ev": 8.61, "species": ["C", "C", "C", "C", "N", "C", "O", "C", "C", "N", "N", "C", "C", "C", "C", "C", "Cl", "C", "C", "C", "C", "C", "C", "C", "C", "C", "O", "H", "H", "H", "H", "H", "H", "H", "H", "H", "H", "H", "H", "H", "H", "H", "H", "H", "H", "H", "H", "H", "H"], "positions_angstrom": [[-2.13688, -0.09294, -3.33501], [-0.86729, -0.93359, -3.38872], [-0.77158, -1.88561, -2.19733], [0.42220, -2.83704, -2.29325], [1.68411, -2.15593, -2.12469], [2.53193, -2.43238, -1.11037], [2.32651, -3.29555, -0.28462], [3.76157, -1.53392, -1.08594], [3.53451, -0.37281, -0.10965], [2.27090, 0.31125, -0.32807], [1.38898, 0.16367, 0.65211], [0.22224, 0.71919, 0.59803], [-0.68818, 0.41455, 1.71192], [-0.21376, 0.43954, 3.02068], [-1.05063, 0.14812, 4.07983], [-2.37354, -0.18423, 3.82999], [-3.42959, -0.54047, 5.14973], [-2.85696, -0.24199, 2.53224], [-2.01387, 0.05675, 1.47853], [-0.14471, 1.59927, -0.48593], [-1.30576, 2.38288, -0.51014], [-1.55929, 3.21248, -1.57873], [-0.66774, 3.28993, -2.64796], [0.49462, 2.55490, -2.62707], [0.77213, 1.71625, -1.54543], [2.04063, 0.98714, -1.50674], [2.85802, 0.96929, -2.41440], [-2.16818, 0.49501, -2.42048], [-2.17861, 0.59086, -4.17935], [-3.01762, -0.73082, -3.36447], [-0.86050, -1.51560, -4.31339], [-0.00124, -0.26862, -3.40718], [-1.68254, -2.48536, -2.14664], [-0.69680, -1.31440, -1.26893], [0.40911, -3.35060, -3.26151], [0.37482, -3.58273, -1.49594], [1.91564, -1.42659, -2.78075], [4.61341, -2.11359, -0.73129], [3.97521, -1.14194, -2.07949], [3.49636, -0.74634, 0.91442], [4.34440, 0.35416, -0.21924], [0.81901, 0.69464, 3.19788], [-0.68362, 0.17591, 5.09365], [-3.88237, -0.52283, 2.34998], [-2.38524, -0.01712, 0.46685], [-1.99005, 2.34385, 0.32363], [-2.45737, 3.81226, -1.58863], [-0.88524, 3.93944, -3.48212], [1.21914, 2.61359, -3.42526]], "forces_ev_per_angstrom": [[0.25, -0.05, -0.11], [-0.24, -0.06, 0.25], [0.27, -0.10, -0.34], [-0.30, -0.10, 0.27], [-0.28, 0.16, -0.45], [0.54, 0.25, -0.24], [-0.01, -0.24, 0.41], [-0.13, -0.02, 0.12], [0.45, -0.19, -0.17], [0.14, 0.45, -0.47], [-0.84, -0.21, 0.76], [0.50, -0.12, -0.18], [-0.17, -0.06, 0.31], [-0.11, 0.05, -0.16], [-0.11, -0.06, 0.06], [0.16, 0.04, -0.21], [-0.12, -0.04, 0.15], [-0.06, -0.02, 0.13], [0.18, 0.02, 0.07], [0.35, 0.14, -0.46], [-0.04, 0.02, 0.03], [-0.04, -0.02, 0.10], [0.08, -0.03, -0.03], [0.08, -0.05, -0.01], [-0.38, 0.06, 0.19], [-0.05, -0.05, 0.22], [0.12, 0.05, -0.18], [-0.04, 0.09, 0.10], [-0.09, 0.11, -0.06], [-0.13, -0.04, 0.00], [0.09, -0.02, -0.05], [0.09, 0.00, -0.08], [-0.08, -0.01, 0.04], [-0.03, 0.00, 0.10], [-0.03, -0.03, 0.09], [0.01, 0.03, -0.18], [0.18, -0.01, 0.09], [-0.05, -0.04, -0.02], [0.03, -0.04, 0.08], [0.00, 0.11, -0.14], [-0.06, -0.08, 0.06], [0.11, 0.03, 0.03], [0.01, 0.00, 0.10], [-0.09, -0.04, 0.02], [-0.04, 0.02, -0.10], [-0.06, 0.01, 0.02], [-0.07, 0.04, 0.02], [0.00, 0.05, -0.08], [0.05, 0.00, -0.07]], "mulliken_charge": [-1.282, -0.123, 0.063, -1.183, -0.101, 0.610, -0.683, -0.787, -0.762, 0.629, -0.753, 0.017, 0.049, -0.372, -0.874, 0.403, -0.213, -1.058, 0.152, 0.794, -0.347, -0.695, -0.671, -0.281, -0.221, 0.312, -0.713, 0.118, 0.366, 0.434, 0.418, 0.154, 0.531, -0.313, 0.330, 0.432, 0.307, 0.432, 0.373, 0.453, 0.382, 0.451, 0.412, 0.427, 0.447, 0.583, 0.439, 0.429, 0.486]}

***

Record 2
{"formula": "C4H12N2", "method": "ωB97M-V with the def2-TZVPD basis set", "fmax_ev_per_a": 4.2, "e_above_lowest_kj_mol": 607.1, "homo_ha": [-0.2590, -0.2588], "multiplicity": 1, "total_charge": 0, "orbital_gap_ev": [7.51, 7.50], "species": ["C", "C", "C", "C", "N", "N", "H", "H", "H", "H", "H", "H", "H", "H", "H", "H", "H", "H"], "positions_angstrom": [[0.38053, -0.90260, -0.10171], [0.40608, 1.48080, 0.03238], [2.45167, -0.47693, -0.32871], [-2.46020, -0.11982, 0.51485], [0.51881, 0.26564, -0.75721], [-1.48236, -0.64491, -0.39751], [-1.83839, -0.83197, -1.33081], [0.35557, -0.97228, 0.98594], [0.46691, -1.82227, -0.66495], [0.45058, 1.31656, 1.11538], [-0.54312, 1.96421, -0.20936], [1.20439, 2.16679, -0.26020], [2.79807, -0.39373, -1.35296], [2.70197, -1.45160, 0.08682], [2.79005, 0.32801, 0.31586], [-2.88369, 0.84507, 0.18486], [-2.00760, 0.05309, 1.49753], [-3.30926, -0.80408, 0.66978]], "forces_ev_per_angstrom": [[-4.19, 0.02, -0.43], [0.13, 0.03, 0.12], [-0.27, 1.24, -0.63], [-0.13, -0.21, -0.05], [3.20, -0.49, 0.20], [1.05, -0.40, 0.42], [0.20, -0.13, 0.23], [0.15, 0.00, 0.00], [0.27, 0.09, 0.05], [-0.02, -0.06, -0.05], [0.03, -0.15, -0.04], [-0.05, -0.05, 0.00], [0.05, 0.10, 0.07], [-0.54, -0.03, 0.06], [0.05, 0.01, -0.09], [0.06, -0.05, 0.03], [0.00, -0.03, -0.03], [0.00, 0.12, 0.13]], "mulliken_charge": [-0.281, -0.850, -1.032, -0.782, -0.220, -0.464, 0.135, 0.328, 0.384, 0.318, 0.279, 0.365, 0.302, 0.392, 0.336, 0.248, 0.244, 0.297]}

***

Record 3
{"formula": "C18H21BrIrN4OS2", "method": "ωB97M-V with the def2-TZVPD basis set", "fmax_ev_per_a": 1.8, "e_above_lowest_kj_mol": 113.0, "homo_ha": [-0.5044, -0.5385], "multiplicity": 2, "total_charge": 2, "s2": 0.756, "orbital_gap_ev": [6.28, 7.29], "species": ["Ir", "C", "S", "C", "S", "N", "N", "C", "C", "C", "C", "C", "C", "N", "H", "H", "H", "H", "H", "H", "H", "H", "Br", "C", "C", "C", "C", "C", "C", "H", "H", "H", "H", "C", "N", "C", "C", "C", "O", "H", "H", "H", "H", "H", "H", "H", "H", "H"], "positions_angstrom": [[0.01907, -0.65120, 0.51474], [1.86781, -5.92643, 1.20376], [2.96992, -4.61369, 0.60904], [2.06507, -3.17766, 0.92076], [0.25117, -3.20086, 0.75312], [2.68071, -2.11743, 1.25516], [1.93590, -0.97823, 1.35146], [2.41850, -0.01146, 2.01322], [1.49649, 1.06610, 2.31857], [1.84445, 2.13656, 3.11878], [0.88675, 3.09655, 3.41574], [-0.39447, 2.93658, 2.91659], [-0.67715, 1.83095, 2.12921], [0.24884, 0.92125, 1.82803], [2.45506, -6.84044, 1.14140], [0.98771, -6.02656, 0.57621], [1.59762, -5.74671, 2.24059], [3.43433, -0.04799, 2.39549], [2.85229, 2.19911, 3.50764], [1.13597, 3.95205, 4.02932], [-1.17516, 3.65266, 3.13205], [-1.66939, 1.66449, 1.73075], [-0.89168, -1.03785, -5.17564], [-0.51622, -1.65887, -3.45733], [0.80176, -1.70678, -3.02216], [1.07825, -2.12636, -1.73606], [0.02020, -2.47087, -0.87357], [-1.31103, -2.46864, -1.35061], [-1.57349, -2.05674, -2.63380], [1.60569, -1.42438, -3.68694], [2.10434, -2.18451, -1.39803], [-2.11516, -2.80949, -0.70871], [-2.58740, -2.05417, -3.00984], [-2.97309, 1.20491, -1.03280], [-1.99720, 2.29739, -1.06463], [-2.46560, 3.68628, -1.16828], [-0.71600, 1.98716, -1.02338], [0.32433, 3.06230, -1.03792], [-0.35836, 0.76889, -0.98746], [-3.97184, 1.61204, -1.14586], [-2.91353, 0.66080, -0.08681], [-2.77370, 0.50128, -1.83866], [-3.54988, 3.68926, -1.18775], [-2.11028, 4.15205, -2.08541], [-2.13284, 4.27917, -0.31747], [0.04821, 3.91332, -1.65454], [1.25877, 2.64068, -1.39968], [0.48425, 3.42545, -0.01831]], "forces_ev_per_angstrom": [[1.53, 0.88, -0.45], [-0.12, 0.10, -0.12], [0.09, -0.07, 0.08], [-0.47, -0.23, -0.09], [-0.38, -0.04, 0.39], [0.71, 0.28, -0.07], [-1.31, -0.83, -0.63], [0.42, 0.49, 0.63], [0.31, 0.24, 0.06], [0.05, 0.14, 0.09], [0.09, 0.02, 0.03], [-0.01, -0.07, -0.05], [-0.17, 0.11, 0.10], [-0.40, -0.62, -0.34], [0.06, 0.04, -0.01], [0.00, -0.03, -0.01], [0.02, -0.04, 0.01], [-0.07, 0.00, 0.06], [-0.02, 0.06, -0.02], [0.01, -0.03, 0.01], [-0.01, -0.03, 0.01], [0.02, -0.03, 0.00], [-0.01, -0.02, -0.04], [0.02, 0.05, -0.04], [0.01, 0.05, -0.01], [-0.08, 0.05, 0.15], [0.16, -0.17, 0.08], [0.03, -0.13, -0.07], [-0.06, 0.01, 0.08], [-0.01, 0.02, 0.00], [0.01, -0.01, -0.03], [0.00, 0.02, 0.00], [0.01, 0.03, -0.01], [0.00, 0.00, -0.04], [-0.01, -0.10, 0.01], [0.00, 0.06, 0.00], [-0.13, 0.24, 0.02], [0.09, -0.05, -0.06], [-0.38, -0.35, 0.26], [0.01, 0.02, 0.01], [-0.01, 0.00, 0.01], [0.01, 0.01, -0.02], [0.00, -0.03, 0.03], [0.00, -0.03, -0.03], [0.02, -0.02, 0.02], [0.00, 0.00, 0.00], [-0.01, -0.02, 0.01], [-0.04, 0.01, -0.01]], "mulliken_charge": [1.307, -0.832, 0.075, 0.415, -0.207, -1.241, 0.394, -0.433, 0.793, -0.742, -0.381, -0.760, -0.029, 0.085, 0.370, 0.296, 0.329, 0.491, 0.448, 0.476, 0.445, 0.457, -0.043, 0.093, -0.888, 0.166, -0.082, -0.368, -0.677, 0.494, 0.412, 0.461, 0.604, -0.636, 0.246, -0.972, 0.325, -1.201, -0.582, 0.379, 0.249, 0.184, 0.307, 0.370, 0.352, 0.481, 0.311, 0.259]}

***

Record 4
{"formula": "C5H6O", "method": "ωB97M-V with the def2-TZVPD basis set", "fmax_ev_per_a": 4.8, "e_above_lowest_kj_mol": 574.5, "homo_ha": [-0.2816, -0.3500], "multiplicity": 1, "total_charge": 0, "orbital_gap_ev": [5.67, 9.21], "species": ["C", "C", "C", "O", "C", "C", "H", "H", "H", "H", "H", "H"], "positions_angstrom": [[1.56898, -1.08261, -0.10604], [0.35797, -0.34465, 0.33428], [-0.98921, -0.24617, -0.44942], [-0.89844, -1.36708, -0.93375], [-2.02552, 0.70665, -0.24405], [-1.46273, 1.87207, 0.08696], [2.41622, -0.77665, 0.52018], [1.79810, -0.94649, -1.16350], [1.43699, -2.15747, 0.08556], [-0.34770, 1.96308, 0.21399], [0.17810, -0.41227, 1.41462], [-2.03275, 2.79161, 0.24118]], "forces_ev_per_angstrom": [[-0.22, -0.28, -0.11], [-0.39, 1.93, 0.99], [2.65, -3.99, 0.60], [-1.93, 0.23, -1.31], [1.57, 1.81, 0.30], [-0.85, 0.43, 0.06], [-0.15, 0.13, -0.19], [0.01, 0.01, 0.11], [0.07, 0.09, -0.15], [-0.82, -0.35, 0.03], [-0.09, 0.18, -0.26], [0.15, -0.18, -0.08]], "mulliken_charge": [-1.138, -0.326, 1.105, -0.472, -0.560, -0.393, 0.357, 0.304, 0.273, 0.288, 0.289, 0.273]}

***

Record 5
{"formula": "C4H7O2", "method": "ωB97M-V with the def2-TZVPD basis set", "fmax_ev_per_a": 1.1, "e_above_lowest_kj_mol": 12.4, "homo_ha": -0.1391, "smiles": "CCCC(=O)[O-]", "multiplicity": 1, "total_charge": -1, "orbital_gap_ev": 7.83, "species": ["C", "C", "C", "C", "O", "O", "H", "H", "H", "H", "H", "H", "H"], "positions_angstrom": [[-1.84524, 1.05428, 1.43215], [-0.82116, 1.02314, 0.28052], [0.38589, 0.14613, 0.54642], [0.87933, -0.72617, -0.66549], [1.99626, -1.27397, -0.50788], [0.12184, -0.79262, -1.65385], [-2.38166, 0.11204, 1.53178], [-1.37117, 1.26037, 2.39698], [-2.53208, 1.88870, 1.27058], [-1.35938, 0.80167, -0.64249], [-0.48782, 2.05923, 0.09713], [1.28689, 0.67705, 0.86837], [0.23189, -0.57206, 1.36572]], "forces_ev_per_angstrom": [[0.49, 0.51, -0.06], [-0.32, 0.95, 0.47], [0.56, -0.86, -0.36], [0.13, -0.01, 0.00], [-0.15, 0.12, 0.17], [-0.17, 0.00, -0.14], [-0.12, -0.02, -0.10], [0.13, -0.10, -0.03], [-0.35, -0.22, -0.01], [0.33, -0.66, 0.00], [0.04, -0.15, 0.23], [-0.24, 0.36, -0.03], [-0.33, 0.08, -0.14]], "mulliken_charge": [-1.235, -0.155, -0.628, 0.480, -0.756, -0.721, 0.325, 0.301, 0.357, 0.302, 0.241, 0.268, 0.221]}

***

Record 6
{"formula": "C2H4ClPS2", "method": "ωB97M-V with the def2-TZVPD basis set", "fmax_ev_per_a": 4.2, "e_above_lowest_kj_mol": 184.7, "homo_ha": -0.3019, "multiplicity": 1, "total_charge": 0, "orbital_gap_ev": 8.56, "species": ["C", "C", "P", "S", "S", "Cl", "H", "H", "H", "H"], "positions_angstrom": [[0.28438, -1.16866, -0.21810], [-0.13159, 1.14952, 0.19340], [0.50939, 0.32763, -1.47080], [-0.38604, -0.59993, 2.90348], [0.61250, -0.11972, 1.24760], [2.43586, 0.75913, -1.43062], [-0.69109, -1.39488, -0.26089], [0.67708, -2.17601, -0.26423], [0.18618, 2.22016, 0.50726], [-1.32441, 0.97334, 0.24571]], "forces_ev_per_angstrom": [[3.14, 1.29, -0.28], [-1.65, 0.88, -0.05], [-2.41, -0.86, 1.88], [0.16, 0.24, -0.95], [0.14, -0.65, 0.29], [1.53, 0.24, 0.19], [-4.15, -0.11, -0.07], [1.23, 0.17, -0.05], [-0.70, -1.86, -0.74], [2.70, 0.66, -0.23]], "mulliken_charge": [-0.721, -0.557, 0.237, -0.386, 0.182, -0.167, 0.376, 0.405, 0.338, 0.294]}